Formula: C5H9N3S
Source: OMol25
Level of theory: ωB97M-V/def2-TZVPD

The geometry in XYZ format:
```
18
Properties=species:S:1:pos:R:3:forces:R:3
C 0.072 1.833 0.531 -0.926 1.878 -2.229
C 0.178 3.168 0.498 -0.090 -2.335 1.281
C -0.464 -0.728 0.517 1.019 0.305 3.634
C -0.178 -0.671 -1.869 -0.317 -0.301 -1.255
C -0.562 -2.143 0.553 2.709 -1.344 3.066
N -0.310 1.208 -0.662 0.988 1.397 -0.263
N -0.381 -0.066 -0.593 -0.949 1.742 0.015
N 0.553 4.279 0.705 0.761 1.830 -0.645
S 1.172 -3.143 0.471 -2.127 -1.752 -2.159
H 0.537 1.350 1.336 0.421 -0.336 1.082
H 0.842 -0.950 -1.789 1.150 -0.242 -0.741
H -0.713 -1.572 -2.007 -0.789 -0.959 0.134
H -0.413 -0.023 -2.731 0.306 0.078 0.925
H -0.820 -2.554 1.537 -0.554 0.585 -0.447
H -1.080 -2.611 -0.180 -1.742 -1.263 -2.191
H -0.164 -0.154 1.503 -1.192 -1.641 -2.360
H -0.006 5.043 1.046 -0.397 -0.022 0.242
H 1.738 -2.265 1.135 1.732 2.380 1.910
```
Positions in Å, forces in eV/Å.

Values from the calculation:
- Calculated total energy: -758.18141 a.u.
- Net charge: 0
- Frontier orbital gap (spin up / spin down): 0.2605 / 0.2605 hartree
- Relative energy (zero: lowest compared OMol25 entry of this formula, charge and spin): 446.3 kJ/mol

These are the natural (NBO) partial charges, in e, on atoms 1 to 2: atom 1 (C): -0.33, atom 2 (C): 0.46